Formula: C5H6NO
Source: the OMol25 dataset
Level of theory: ωB97M-V/def2-TZVPD

```
13
Properties=species:S:1:pos:R:3
O -0.4295 0.5147 1.5392
N -0.3394 -0.5502 1.0061
C 0.5325 1.6538 -2.1699
C -0.5113 -1.7824 1.6874
C 0.1237 -0.3835 -0.6006
C 0.3572 2.3052 -1.0637
C 0.4540 0.8232 -1.0450
H 0.7983 1.6785 -3.2355
H -0.4891 -2.7235 0.9231
H 0.4906 3.3266 -0.6181
H 0.2669 -1.3079 -1.0422
H 0.3185 -1.7518 2.3956
H -1.5724 -1.8028 2.2238
```

The net charge is +1. Its spin multiplicity is 1. Its LUMO energy (spin up / spin down) is -6.0873 / -6.0853 eV. For the energy above the lowest of the compared OMol25 structures with the same formula, charge and spin, the calculation gives 666.9 kJ/mol. The HOMO-LUMO gap (spin up / spin down) is 0.2917 / 0.2918 hartree.

Formula: C17H30CrNO2P2Te
Source: the OMol25 dataset
Level of theory: ωB97M-V/def2-TZVPD

```
54
Properties=species:S:1:pos:R:3
Te -0.0429 1.0595 2.3177
Cr -0.0564 -0.1335 0.0342
P 2.1180 0.1627 -0.3148
P -2.2711 0.2232 -0.1925
O -0.7181 3.0348 -2.6529
O 2.1518 2.8321 -3.0944
N -0.1521 -0.5542 -2.0345
C -1.3396 -0.8028 -2.6175
C 3.2203 1.5356 0.0988
C 1.2456 -0.9672 4.1910
C -3.3638 -0.5284 1.0382
C -2.5754 -0.7169 -1.7411
C -1.4313 -1.1513 -3.9722
C 0.0337 -0.3093 3.9684
C 0.9433 -0.9648 -4.1039
C 2.2056 0.0617 -2.1731
C 2.9549 -1.3255 0.2672
C 0.9846 -0.6069 -2.7682
C -3.0252 1.8453 -0.5349
C -1.1332 -0.5217 4.7266
C -1.0600 -1.4771 5.7440
C 1.2822 -1.9298 5.2044
C 0.1342 -2.1683 5.9808
C -0.2601 -1.2433 -4.7200
H 2.4024 -2.2035 -0.1085
H -0.1786 -0.6136 1.6074
H 3.0377 1.7350 1.1611
H -0.6923 2.4025 -1.9313
H -0.1204 1.4204 0.0017
H 4.2720 1.2442 -0.0499
H 2.1612 1.0948 -2.3563
H -3.1507 -0.0678 2.0128
H 0.1881 -2.8882 6.7894
H -0.3368 -1.5362 -5.7710
H -4.0534 1.7096 -0.9050
H -1.9319 -1.6731 6.3719
H -2.4360 2.3799 -1.2968
H -3.1511 -1.6057 1.0926
H 2.8769 -1.2491 1.3669
H 2.1983 -2.4801 5.4105
H 4.0058 -1.3315 -0.0714
H 2.1292 -0.7334 3.5873
H -4.4157 -0.3507 0.7619
H -2.9303 -1.7259 -1.4497
H 1.1917 2.7478 -3.1785
H 3.0107 2.4431 -0.4833
H 3.1398 -0.3537 -2.5851
H -2.4090 -1.3320 -4.3968
H -3.3871 -0.2151 -2.2878
H -3.0284 2.4293 0.3981
H -0.4199 3.8483 -2.2123
H -2.0476 0.0392 4.5282
H 1.8817 -0.9632 -4.6672
H 2.3488 2.4747 -3.9900
```

The net charge is 0. Its expectation value of S² is 3.875. Its spin multiplicity is 4. Its LUMO energy (spin up / spin down) is 0.3388 / 0.2106 eV. For the energy above the lowest of the compared OMol25 structures with the same formula, charge and spin, the calculation gives 0.0 kJ/mol. The HOMO-LUMO gap (spin up / spin down) is 0.2054 / 0.2119 hartree.

Formula: C7H6N4O2
Source: the OMol25 dataset
Level of theory: ωB97M-V/def2-TZVPD

```
19
Properties=species:S:1:pos:R:3
O -1.5045 -3.1725 -2.7857
O 3.0432 -0.4743 -0.0421
N -1.9940 -1.9140 -2.1482
N -1.3363 -0.1383 -0.7462
N 1.7156 -0.5482 -0.5500
N 3.1355 0.4524 1.0526
C -0.0586 1.9423 2.1019
C -0.9727 1.4376 1.0173
C -0.9779 -1.1150 -1.4396
C 1.8464 0.8363 1.1912
C 1.0131 0.3028 0.0710
C -0.3782 0.6859 -0.0662
C 1.2778 1.6666 2.3090
H -1.9992 1.6920 1.0413
H -0.5793 2.5666 2.8818
H 2.0772 1.9519 3.1066
H -1.5040 -2.9297 -3.6827
H 0.0745 -1.2927 -1.6375
H -2.8786 -1.9497 -1.6744
```

The net charge is 0. Its spin multiplicity is 1. Its LUMO energy is -1.0617 eV. For the energy above the lowest of the compared OMol25 structures with the same formula, charge and spin, the calculation gives 444.7 kJ/mol. The HOMO-LUMO gap is 0.2778 hartree.

Formula: C43H33ClF2HfN3O7S
Source: the OMol25 dataset
Level of theory: ωB97M-V/def2-TZVPD

```
91
Properties=species:S:1:pos:R:3
Hf -0.4042 -0.3477 -0.0765
Cl 6.1079 -8.4567 -0.6096
S 2.6734 0.1032 -0.0570
F -5.6404 1.7023 -0.4611
F -4.5982 -0.4173 3.5701
O 8.3080 3.7278 -0.8406
O -1.6793 -1.5222 -1.2758
O 0.8279 -1.9844 0.1079
O 2.2538 -4.1128 0.1478
O 0.2263 1.2688 1.0718
O -0.9589 -2.9151 0.9840
O 8.5694 3.0774 1.2608
N -0.5027 1.7160 -1.4205
N -0.5643 -0.7717 2.3248
N 0.4665 -0.5935 -2.3092
C 7.8223 3.1614 0.1149
C 0.3940 -1.1527 4.4737
C -0.6812 2.6551 2.7519
C 5.2774 -5.8856 -0.7003
C 4.3628 -4.8634 -0.5272
C -1.3649 -2.6689 -1.7813
C -2.4629 0.2502 0.6363
C 0.1190 -4.1306 -3.0803
C 0.1990 -2.9719 0.5718
C -1.2212 3.0492 0.4235
C -2.8222 -0.0739 1.9679
C -2.2256 -3.7871 -1.6421
C -1.8810 -0.4575 4.2796
C 5.8517 2.1111 1.3024
C 0.4657 -1.0942 3.0912
C 4.6856 1.5972 -1.1533
C -3.4568 0.8065 -0.1761
C -0.5294 2.2616 1.3974
C -0.7237 -5.1969 -2.8889
C 3.7255 -7.4883 0.2009
C -0.1109 1.6334 -2.8066
C 4.9548 -7.1884 -0.3480
C -0.8094 -0.8140 5.0733
C -5.1161 0.6439 1.5694
C 4.6602 1.4395 1.2439
C -4.1555 0.0589 2.3703
C -1.7442 -0.4715 2.8872
C 4.0506 1.1186 0.0129
C 0.6138 -1.7244 -2.8871
C -1.9069 -5.0126 -2.1692
C -2.0461 4.1035 0.8299
C 4.6614 -3.4546 -0.9197
C 1.0260 0.6023 -2.8755
C 3.0994 -5.1627 0.0215
C 0.9506 -4.3182 0.6275
C -1.5367 3.6623 3.1200
C 5.8684 2.2806 -1.0928
C -4.7260 1.0554 0.3098
C -2.2423 4.3887 2.1589
C -0.1763 -2.8684 -2.5518
C 6.5107 2.5290 0.1329
C 2.8026 -6.4695 0.3908
C -0.9884 2.8100 -0.9666
H 1.2908 -1.8273 -3.7494
H -0.9543 1.2561 -3.4025
H 5.6892 -3.3545 -1.2576
H -3.2569 1.0536 -1.2108
H -3.1309 -3.6466 -1.0728
H 1.2498 -1.4472 5.0605
H 4.4795 -2.7787 -0.0863
H -0.1187 2.1076 3.4958
H 3.4819 -8.5039 0.4761
H -2.5573 4.6774 0.0691
H 0.9553 -4.6741 1.6685
H 6.3589 2.6217 -1.9933
H -2.5701 -5.8582 -2.0282
H 6.2675 2.3434 2.2783
H 0.3971 -5.0382 0.0077
H -0.9164 -0.8215 6.1477
H -1.2069 3.6497 -1.6417
H 1.0356 -4.2598 -3.6407
H 1.3899 -1.3060 2.5674
H -2.8087 -0.1749 4.7444
H 1.8554 0.9288 -2.2306
H 3.9819 -3.1411 -1.7107
H -0.4873 -6.1641 -3.3083
H 8.1144 2.5443 1.9240
H -6.1323 0.7596 1.9118
H 1.8468 -6.7099 0.8302
H -2.9247 5.1667 2.4661
H -1.6718 3.9003 4.1668
H 4.2297 1.3815 -2.1095
H 6.2484 -5.6679 -1.1174
H 4.1666 1.1202 2.1509
H 1.3871 0.4722 -3.9084
H 0.1984 2.6078 -3.2120
```

The net charge is -1. Its spin multiplicity is 1. Its LUMO energy is 2.1955 eV. For the energy above the lowest of the compared OMol25 structures with the same formula, charge and spin, the calculation gives 146.2 kJ/mol. The HOMO-LUMO gap is 0.2372 hartree.

Formula: C25H55BN2O10
Source: the OMol25 dataset
Level of theory: ωB97M-V/def2-TZVPD

```
93
Properties=species:S:1:pos:R:3
O -0.3725 -0.6674 1.5281
O 0.4116 2.5081 -0.0882
O 1.8112 5.7678 2.9795
O -7.0859 -2.3471 -6.3356
O -2.9202 -5.7494 -0.1501
O -1.0859 3.3864 -4.0667
O 5.8741 1.8704 1.1716
O -0.8824 0.1907 -5.8636
O -0.5451 -1.4057 -0.9965
O 7.3741 -1.7825 4.9593
N -6.2877 -3.2361 1.1073
N -7.6266 -0.3577 0.0666
C -8.3928 -1.5569 0.5505
C 5.9721 0.4125 3.0808
C -4.9160 -2.6927 -5.3600
C -6.1569 -0.6595 0.1545
C 3.8023 7.0968 3.2012
C -7.7655 -2.9753 1.0416
C 7.7103 -3.0965 5.3796
C -5.1220 0.5659 -0.3031
C 1.0840 3.0407 -3.0912
C 7.4721 -3.2404 6.8684
C -2.2960 -4.4552 0.2565
C -3.1841 -3.6116 1.3457
C -2.0355 -0.0770 -3.7711
C -3.8222 -2.2016 0.7600
C -3.4862 0.4772 -0.2582
C 2.4166 2.1798 1.1971
C -0.7362 -4.6814 0.8158
C -5.4816 -2.0436 0.6771
C 0.2886 3.7224 -4.1850
C 1.2480 3.0955 0.8975
C -5.7114 -2.0110 -6.4539
C 6.2103 0.5564 1.5920
C -2.8431 -0.9572 0.2882
C 2.9554 6.2398 2.2835
C -0.8544 -0.4966 -4.6214
B -1.1751 -1.0148 0.3080
H -0.8406 1.1434 -5.6725
H 3.5250 5.3730 1.9353
H -2.5436 -6.4106 0.5321
H 6.5767 1.1330 3.6413
H 7.0881 -3.8031 4.8222
H -3.8532 -2.4475 -5.4399
H 0.3906 4.8103 -4.1247
H 4.9246 0.6181 3.3245
H -2.1546 -3.8424 -0.7578
H -5.5989 1.5891 -0.6562
H 2.0646 1.2084 1.5595
H 8.0767 -2.5199 7.4289
H 6.2222 -0.5966 3.4201
H 5.5881 -0.1502 1.0346
H -0.8857 -0.9126 2.3638
H -2.9769 -0.2920 -4.2873
H 0.6536 3.2806 1.7975
H 0.0093 -4.1095 0.0956
H 0.9665 1.9537 -3.1504
H -1.3868 3.6866 -3.1919
H 2.6247 6.8090 1.4093
H 1.3078 6.5450 3.2770
H -5.3640 -2.3359 -7.4392
H -2.0311 -0.6015 -2.8115
H 1.6032 4.0570 0.5150
H -9.5817 -1.4567 0.5755
H -2.5132 -3.3016 2.2830
H -5.6094 -0.9231 -6.3935
H 4.6910 7.4649 2.6809
H -0.5873 -4.2834 1.9144
H 2.1468 3.2859 -3.1711
H -2.7885 1.3865 -0.5917
H 7.7222 -4.2495 7.2077
H -5.0335 -3.7797 -5.4192
H -7.3868 -2.0468 -5.4608
H 0.0946 1.6589 0.2646
H 7.9380 -1.1633 5.4538
H -0.4081 -5.8052 0.8056
H 6.4380 2.4896 1.6662
H 3.0738 2.6203 1.9521
H 0.4029 -1.7007 -0.8584
H -8.4973 -3.8437 1.3734
H 0.0910 -0.2731 -4.1176
H -3.9919 -4.3547 1.7759
H -2.0142 1.0015 -3.5837
H 0.6360 3.3976 -5.1703
H 0.7249 3.3464 -2.1031
H 4.1183 6.5242 4.0793
H 7.2584 0.3650 1.3419
H -5.2751 -2.3870 -4.3719
H 2.9986 1.9891 0.2895
H 6.4246 -3.0348 7.1121
H -0.8913 -1.5710 -4.8246
H 3.2289 7.9538 3.5694
H 8.7584 -3.2879 5.1295
```

The net charge is 0. Its spin multiplicity is 1. Its LUMO energy is -1.2685 eV. The HOMO-LUMO gap is 0.2607 hartree.

Formula: C3H10N2O
Source: the OMol25 dataset
Level of theory: ωB97M-V/def2-TZVPD

```
16
Properties=species:S:1:pos:R:3
O -0.3268 -0.8115 -0.2291
N 2.5684 0.6747 -0.7200
N 1.6722 -0.5874 1.0347
C -2.2042 0.7472 0.0336
C -1.6951 -0.6980 0.0431
C 2.1291 -0.4817 -0.2018
H 1.9041 0.1600 1.6927
H 2.5187 0.8083 -1.7473
H -2.2612 -1.3009 -0.6831
H 0.5095 -0.8401 0.7346
H 2.3007 1.4460 -0.1798
H -3.2874 0.8205 0.1414
H -1.8922 -1.1791 1.0539
H -1.7400 1.3269 0.8553
H -1.9700 1.2030 -0.9244
H 1.7742 -1.2880 -0.9040
```

The net charge is 0. Its spin multiplicity is 1. Its LUMO energy is 0.5743 eV. For the energy above the lowest of the compared OMol25 structures with the same formula, charge and spin, the calculation gives 250.0 kJ/mol. The HOMO-LUMO gap is 0.3281 hartree.